Here is a molecular structure, C10H19FN2O5STc at a distorted geometry from the OMol25 dataset. Energies are from the ωB97M-V functional and the def2-TZVPD basis.

Results
- Relative energy (zero: lowest compared OMol25 entry of this formula, charge and spin): 0.541 eV
- Charge: +2
- Spin multiplicity: 4
- LUMO level (spin up / spin down): -8.161 / -9.582 eV
- Frontier orbital gap (spin up / spin down): 0.2836 / 0.2300 Ha
- E_tot: -39632.0946 eV
- <S²>: 3.7715

Atoms and positions in Å:
Tc 0.0985 0.1836 0.3072
S 0.4891 0.6695 -2.0831
F -0.5986 -0.5933 1.8810
O 1.1062 0.8899 3.3036
O 2.2389 -0.0494 1.0808
O 0.6860 2.0280 0.7305
O 1.6609 -0.9463 4.4922
O 2.1876 3.4565 1.5777
N -0.5860 -1.7314 -0.4800
N -1.8836 0.7308 -0.3125
C -2.0691 -1.7181 -0.4108
C 2.3832 -0.8343 2.2544
C 1.7957 2.4030 1.1968
C 2.8777 1.1966 1.1243
C -0.9840 1.7174 -2.4131
C -2.6468 -0.3939 -0.9032
C -1.8656 1.9212 -1.1782
C 1.6222 -0.1840 3.4388
C -0.0198 -0.9534 -2.8013
C -0.0041 -2.0904 -1.7885
H -2.3435 1.0024 0.5611
H 1.0280 -2.4074 -1.6166
H 3.5514 1.3153 1.9751
H 3.4040 1.3751 0.1772
H 1.9641 -1.8233 2.0512
H -3.7030 -0.3459 -0.6231
H 3.4386 -0.9338 2.5359
H -2.8793 2.1686 -1.5162
H -0.5340 -2.9498 -2.2185
H -2.3399 -1.8478 0.6396
H 0.7039 -1.1812 -3.5837
H 1.2157 -0.5840 5.2809
H -0.6009 2.6823 -2.7494
H -0.3096 -2.4857 0.1501
H -2.5991 -0.3218 -1.9884
H -1.4858 2.7621 -0.5917
H -2.4967 -2.5507 -0.9735
H -0.9919 -0.8385 -3.2740
H -1.5094 1.2625 -3.2523

Charges per atom according to Löwdin partitioning, unit e:
1. Tc 1.679
2. S 0.980
3. F -0.377
4. O 0.128
5. O -0.239
6. O -0.152
7. O 0.190
8. O 0.195
9. N -0.188
10. N -0.163
11. C -0.144
12. C -0.061
13. C -0.608
14. C -0.063
15. C -0.346
16. C -0.131
17. C -0.210
18. C -0.527
19. C -0.357
20. C -0.213
21. H 0.162
22. H 0.138
23. H 0.157
24. H 0.150
25. H 0.141
26. H 0.157
27. H 0.163
28. H 0.154
29. H 0.148
30. H 0.132
31. H 0.103
32. H 0.172
33. H 0.106
34. H 0.145
35. H 0.115
36. H 0.132
37. H 0.148
38. H 0.085
39. H 0.094